No. 1
DFT (the ωB97M-V functional and the def2-TZVPD basis) results for a structure of composition C3H5NO2.

strongest force on any atom: 0.48 eV/A
energy above the lowest of the compared OMol25 structures with the same formula, charge and spin: 4.724 eV
HOMO energy: -9.52 eV

Geometry as ORCA input:
```
! RIJCOSX wB97M-V def2-TZVPD def2/J DEFGRID3
* xyz 0 1
H -0.891 -0.565 -1.609
H 3.072 -0.765 1.123
C -1.616 0.134 -1.178
O 0.736 -0.570 0.079
H 0.157 0.735 1.621
O 2.327 0.100 1.535
H -2.582 -0.368 -1.072
N -1.240 0.669 0.118
C -0.159 0.348 0.658
H -1.761 0.974 -1.863
C 1.957 -0.691 0.589
*
```



No. 2
DFT (the ωB97M-V functional and the def2-TZVPD basis) results for a cluster of 13 separate species, C17H52O17 in total.

strongest force on any atom: 4.58 eV/A
energy above the lowest of the compared OMol25 structures with the same formula, charge and spin: 3.201 eV
HOMO energy: -10.06 eV

Geometry as ORCA input:
```
! RIJCOSX wB97M-V def2-TZVPD def2/J DEFGRID3
* xyz 0 1
C -0.074 2.925 -6.291
H 1.207 0.533 0.638
H 4.411 3.229 5.253
C 0.892 8.276 -4.043
O 3.972 1.651 4.115
C -1.073 -4.162 1.301
H 4.773 4.694 -1.042
O 3.920 -7.961 -1.729
C 1.388 -2.981 6.276
H 0.677 -3.414 6.979
H 1.765 -3.716 5.565
O -6.615 3.628 0.610
H 3.791 -5.529 -3.266
H -6.296 0.652 3.284
H -6.812 0.094 4.593
H 0.309 9.192 -3.945
H -7.330 -1.514 -0.863
H 2.094 -2.464 6.926
H 1.522 -1.349 5.138
H -3.058 1.670 7.114
H -1.663 2.823 8.425
O -0.407 2.542 1.032
H 4.908 1.437 4.081
C -1.511 1.199 -0.477
H 2.248 -7.232 -1.282
C -0.233 2.022 -0.229
H -5.990 -2.129 0.843
C 1.051 1.148 -0.248
O -1.375 -2.084 -6.518
H -6.741 -2.894 -1.855
H -1.745 -3.568 1.919
H -7.152 4.395 0.411
C -2.740 2.993 8.457
H -0.204 -3.596 0.964
O -3.494 1.884 7.943
O 0.661 1.761 -5.827
H 5.989 5.767 -1.870
H -0.797 -4.769 2.163
H -1.872 -1.782 -7.282
H 0.575 7.542 -3.301
H 1.958 1.743 -0.354
H 5.090 -6.021 -0.734
C -1.375 1.875 1.658
H -0.179 2.738 -7.360
H -2.791 3.911 7.870
H 0.592 8.030 -5.062
H 5.509 6.172 -0.326
O -1.690 2.141 2.817
H 0.521 3.812 -6.074
C 3.796 3.008 4.381
C 3.104 -6.355 -3.078
C -6.483 -2.161 -1.091
C 3.181 -6.761 -1.590
C 5.681 5.288 -0.940
H -6.302 3.327 -0.244
H -1.287 0.234 -0.929
O -1.528 -4.844 0.086
H -2.094 1.766 -1.203
H -3.131 3.323 9.419
O 0.838 -1.825 5.614
H -3.045 -3.231 -6.076
C 3.778 -8.521 -2.929
O -2.072 1.118 0.783
H 4.032 3.711 3.582
H -0.146 2.752 -1.033
O 3.177 -7.580 -3.759
H -2.481 -2.395 -4.693
O 4.210 -9.623 -3.314
C 4.016 -5.921 -0.575
H 1.169 0.623 -1.196
H 2.148 -5.843 -3.188
H 2.751 3.077 4.682
H 3.727 -4.870 -0.545
H 3.726 -6.287 0.410
O -6.316 -0.147 3.810
O -5.932 -2.733 0.099
H -5.756 -1.479 -1.531
H 0.126 0.988 -6.018
C -2.127 -2.886 -5.599
H 6.146 3.848 0.280
H -1.496 -3.752 -5.399
H -2.459 -4.611 0.091
H -1.060 2.987 -5.829
H 2.596 7.581 -4.479
O 2.286 8.414 -4.115
O 6.621 4.467 -0.281
*
```



No. 3
DFT (the ωB97M-V functional and the def2-TZVPD basis) results for the molecule C4H2O.

strongest force on any atom: 2.54 eV/A
energy above the lowest of the compared OMol25 structures with the same formula, charge and spin: 6.182 eV
HOMO energy (spin up / spin down): -9.25 / -9.27 eV

Geometry as ORCA input:
```
! RIJCOSX wB97M-V def2-TZVPD def2/J DEFGRID3
* xyz 0 1
C -0.751 -0.167 -1.357
H 1.402 1.182 0.624
C -0.912 -1.355 -0.807
C 0.478 0.740 0.252
H -0.313 -0.694 1.523
O 0.200 -0.607 0.706
C -0.104 0.902 -0.941
*
```